# 1
The following is a quantum chemistry calculation of C30H34ClHfO7 as an isolated structure, from OMol25.

Geometry (Å):
C (-1.787487, 4.294558, -4.126729)
C (-0.462558, 4.419276, -3.334505)
C (-2.009595, 2.779278, -4.479245)
C (-0.701891, 2.072068, -4.147908)
H (-2.319340, 2.729712, -5.525398)
H (-2.822978, 2.394800, -3.852716)
C (-0.064700, 2.979712, -3.082416)
H (-0.625710, 4.970266, -2.398540)
H (0.289471, 4.931781, -3.951402)
C (-0.822159, 2.499251, -1.866332)
H (1.014543, 2.849227, -2.939474)
H (-0.124356, 1.971672, -5.073268)
C (-0.847378, 0.735040, -3.399200)
C (-3.019542, 4.788836, -3.386803)
C (-1.867692, 5.202112, -5.357571)
O (-2.145486, 4.745486, -6.443743)
O (-3.170992, 4.862214, -2.170623)
O (-3.950150, 5.168479, -4.279064)
O (-1.622477, 6.526533, -5.218949)
C (-1.338766, 7.216702, -3.966668)
H (-0.467089, 6.797803, -3.441526)
H (-2.222754, 7.223622, -3.308200)
H (-1.109432, 8.234456, -4.291862)
C (-5.161986, 5.709839, -3.739192)
H (-5.590029, 5.041506, -2.982880)
H (-5.818190, 5.799487, -4.603516)
H (-4.969505, 6.698457, -3.302494)
O (-0.895736, 1.063044, -2.037903)
H (-1.842780, 2.907861, -1.844875)
H (-0.371661, 2.724024, -0.889778)
C (0.389453, -0.100216, -3.716704)
C (-2.107810, -0.066705, -3.715652)
H (-2.364302, 0.049484, -4.775286)
H (-2.961725, 0.226881, -3.090133)
H (-1.889072, -1.123014, -3.516330)
H (0.380695, -1.060307, -3.182811)
H (1.321659, 0.427966, -3.481703)
H (0.360275, -0.308117, -4.795243)
Hf (-0.175152, -0.484473, 0.189927)
C (2.466157, -0.615723, 0.286786)
C (2.714558, 0.260787, -0.802758)
C (2.022116, 1.467745, -0.586281)
H (3.398110, 0.068294, -1.635274)
C (1.330393, 1.385495, 0.668163)
C (1.676163, 0.104232, 1.279236)
H (1.611612, -0.136950, 2.339958)
H (2.971828, -1.568935, 0.449587)
H (2.111663, 2.363435, -1.209433)
H (0.893254, 2.236081, 1.191263)
C (-2.331150, -1.035663, 0.886316)
C (-1.461483, -0.782791, 2.024286)
C (-1.203467, 0.636567, 2.056103)
H (-1.243573, -1.494154, 2.816053)
C (-1.868515, 1.235811, 0.946992)
C (-2.566653, 0.219417, 0.234478)
H (-3.277452, 0.388448, -0.573654)
H (-2.837865, -1.972263, 0.657806)
H (-0.711164, 1.171621, 2.865910)
H (-1.963428, 2.302931, 0.746741)
Cl (-0.229617, -8.986939, 0.229295)
C (0.015786, -7.301063, 0.411175)
C (0.650518, -6.810781, 1.571448)
C (0.820576, -5.436290, 1.716074)
C (0.388415, -4.590879, 0.695502)
C (-0.254865, -5.064730, -0.444036)
C (-0.444657, -6.435996, -0.605714)
C (0.484201, -3.128702, 0.877426)
O (0.782162, -2.568445, 1.934629)
O (0.127411, -2.430770, -0.219858)
H (0.986048, -7.505311, 2.340565)
H (1.265524, -4.993421, 2.611175)
H (-0.624699, -4.357982, -1.185695)
H (-0.940384, -6.824758, -1.485160)

Atomic forces in eV per Å
-0.710 0.725 -0.010
-0.136 -0.096 -0.584
-0.425 0.783 0.122
0.039 0.443 -0.116
0.093 -0.195 0.208
0.097 0.042 -0.189
0.111 0.153 0.434
0.203 -0.158 -0.220
-0.170 -0.047 0.191
-0.025 -0.848 0.409
-0.282 -0.093 -0.129
0.139 -0.076 0.275
0.222 -0.411 -0.783
-0.159 0.040 2.229
0.585 -0.985 -1.089
0.431 1.017 0.541
0.082 -0.015 -1.942
-0.321 -0.107 0.650
0.183 0.111 0.151
-0.089 -0.337 -0.387
-0.485 0.224 -0.287
0.345 -0.050 -0.230
-0.104 -0.179 0.157
-0.068 -0.010 -0.018
0.146 0.191 -0.185
-0.046 0.041 0.173
-0.058 -0.279 -0.038
0.514 1.084 1.598
0.172 -0.072 -0.024
0.120 -0.234 -0.453
0.084 -0.295 -0.218
-0.006 -0.261 -0.346
-0.089 -0.151 0.066
0.311 0.036 -0.200
-0.262 0.191 -0.003
0.015 0.295 0.025
-0.252 -0.083 0.050
0.120 -0.103 0.096
1.185 2.848 -2.070
-0.195 0.379 0.444
-0.393 0.722 -0.113
0.985 -0.055 -0.412
-0.425 -0.040 0.165
0.223 -0.243 -0.302
0.432 0.454 0.560
0.238 0.096 -0.142
-0.335 0.275 -0.042
-0.098 -0.373 0.187
0.132 -0.283 -0.160
-0.163 0.546 1.875
-2.800 1.032 0.816
-0.977 -1.130 0.648
0.311 0.236 -0.383
0.358 -0.012 0.405
-0.465 -0.922 -0.498
0.350 -0.133 0.171
0.480 0.188 -0.073
0.199 -0.300 -0.394
0.311 -0.368 0.055
-0.058 -0.729 -0.032
0.144 1.542 -0.004
-0.300 -0.135 -0.529
-0.104 -0.271 -0.303
-0.157 -0.100 0.295
0.000 -0.699 -0.050
0.477 -0.114 0.938
-0.550 2.383 -1.214
-0.051 -1.260 -0.690
0.935 -3.496 1.167
-0.120 0.129 -0.219
-0.121 -0.186 -0.354
0.214 -0.162 0.249
0.012 -0.110 0.082

HOMO (spin up / spin down): -0.2 / -0.2 eV
energy above the lowest of the compared OMol25 structures with the same formula, charge and spin: 0.000 eV
energy: -59822.4625 eV
spin multiplicity: 1
gap between HOMO and LUMO (spin up / spin down): 2.413 / 2.418 eV
charge: -1

The net atomic charges from Löwdin, expressed in e, are: -0.2203, -0.0610, -0.0280, -0.1705, 0.1258, 0.1294, -0.2166, 0.1293, 0.1319, -0.1264, 0.1373, 0.1589, -0.5535, -0.4493, -0.4397, 0.1201, 0.1092, -0.0361, -0.0142, -0.0166, 0.0811, 0.0981, 0.0965, -0.0178, 0.1008, 0.0960, 0.0986, -0.1572, 0.1216, 0.1134, -0.0191, -0.0132, 0.0862, 0.0838, 0.0812, 0.0827, 0.0831, 0.0865, 1.3707, -0.2238, -0.1876, -0.2164, 0.0788, -0.2694, -0.3434, 0.0814, 0.0852, 0.0639, 0.0843, -0.2325, -0.2432, -0.2137, 0.1054, -0.2157, -0.2300, 0.0806, 0.1043, 0.1075, 0.0982, 0.6524, -0.6911, -0.1012, -0.0080, -0.1372, -0.0063, -0.0939, -0.5338, 0.0224, -0.2402, 0.0991, 0.1241, 0.1201, 0.0969


# 2
The following is a quantum chemistry calculation of C35H41Cl2N2OP3Sn as an isolated structure, from OMol25.

Geometry (Å):
P (1.385528, 1.848901, -5.685501)
C (3.041962, 1.811251, -5.107032)
C (3.782871, 1.154689, -6.122951)
H (3.246356, 0.513271, -6.829061)
C (5.126026, 1.443744, -6.293326)
H (5.629743, 1.052218, -7.163957)
C (5.769675, 2.257303, -5.354644)
H (6.821999, 2.493197, -5.508735)
C (5.083501, 2.752634, -4.246741)
H (5.627403, 3.336802, -3.511813)
C (3.709896, 2.529789, -4.087068)
H (3.178862, 2.875670, -3.201811)
C (0.551422, 0.257534, -5.737876)
C (1.142849, -0.973916, -5.394671)
H (2.058580, -1.002911, -4.801807)
C (0.536151, -2.151708, -5.833645)
H (1.007492, -3.096251, -5.628558)
C (-0.637972, -2.110771, -6.577886)
H (-1.048732, -3.020363, -7.002016)
C (-1.286743, -0.900186, -6.796554)
H (-2.193960, -0.845821, -7.370515)
C (-0.735281, 0.281465, -6.314691)
H (-1.253583, 1.236872, -6.435788)
C (0.384614, 3.216500, -5.230044)
C (0.501836, 3.952088, -6.428316)
H (1.207743, 3.572600, -7.189966)
C (-0.287312, 5.054822, -6.683785)
H (-0.186640, 5.540610, -7.639172)
C (-1.181463, 5.484932, -5.696502)
H (-1.799051, 6.361465, -5.905850)
C (-1.271321, 4.811587, -4.484559)
H (-1.956962, 5.188980, -3.728184)
C (-0.504750, 3.658899, -4.218621)
H (-0.560674, 3.177730, -3.240686)
Sn (0.218100, -0.601565, 0.520559)
C (-1.851379, -1.011187, -0.350941)
C (-2.325688, -0.862155, -1.597869)
H (-2.420382, -1.445936, 0.473470)
C (-1.557974, -0.028882, -2.634566)
O (-2.427542, 0.995118, -3.161334)
H (-1.928084, 1.669415, -3.663495)
C (-0.397573, 0.592525, -2.016437)
H (-1.261585, -0.640852, -3.511398)
C (0.268473, 0.737743, -0.939745)
Cl (-0.096014, -2.028779, 2.366435)
Cl (2.740779, 0.136761, 0.608651)
P (1.659542, -2.462020, -0.639141)
C (2.792597, -3.014546, 0.668358)
H (2.239914, -3.552552, 1.447979)
H (3.277051, -2.129510, 1.111781)
H (3.549532, -3.640896, 0.180047)
C (0.465682, -3.794588, -0.922760)
H (-0.125441, -3.568877, -1.825983)
H (-0.200053, -3.886189, -0.049620)
H (1.060887, -4.708796, -1.063574)
C (2.631442, -2.233067, -2.156926)
H (3.022193, -1.199256, -2.186850)
H (1.993009, -2.434892, -3.036317)
H (3.460953, -2.958812, -2.104692)
P (-3.807191, -1.661133, -2.186150)
C (-4.420110, -2.766827, -0.916110)
C (-3.372059, -2.598602, -3.664685)
H (-4.406378, -2.267104, 0.063376)
H (-3.804326, -3.679743, -0.881234)
H (-5.455961, -3.036558, -1.180665)
H (-2.993332, -1.936186, -4.455921)
H (-4.282847, -3.101922, -4.021974)
H (-2.611561, -3.355972, -3.424193)
C (-5.046010, -0.447033, -2.648830)
H (-5.500988, -0.022870, -1.743477)
H (-5.815692, -0.954217, -3.251384)
H (-4.561033, 0.351353, -3.227899)
H (1.094582, 1.426448, -0.881640)
N (-0.797099, 0.999770, 7.264351)
C (-0.666489, 1.113571, 6.106207)
C (-0.476461, 1.250133, 4.684266)
C (0.809167, 1.434030, 4.169926)
C (0.967311, 1.513163, 2.799148)
N (-0.048364, 1.214726, 1.966508)
C (-1.316701, 1.224140, 2.432099)
C (-1.557813, 1.189216, 3.798430)
H (1.685292, 1.467280, 4.810584)
H (1.944483, 1.735181, 2.365367)
H (-2.131892, 1.192461, 1.702678)
H (-2.574534, 1.055862, 4.156025)

Atomic forces in eV per Å
-0.280 -1.500 2.369
0.554 -0.642 -0.090
0.121 0.587 -0.113
0.295 0.277 0.015
-0.123 -0.137 0.432
0.261 -0.070 0.106
-0.037 -0.192 -0.514
-0.259 0.015 0.158
-0.489 -0.174 0.284
-0.122 -0.126 0.009
0.180 0.021 -0.695
0.059 0.216 -0.360
-0.376 0.104 0.397
-0.064 0.145 -0.396
-0.133 0.056 -0.392
0.114 0.488 0.216
0.091 -0.233 0.091
-0.035 0.066 -0.117
0.046 0.032 0.090
0.153 0.335 0.396
-0.306 -0.130 -0.018
0.411 -0.029 -0.332
0.190 -0.304 -0.232
-0.374 0.876 -0.592
-0.206 0.061 -0.136
-0.442 0.572 0.199
-0.221 0.154 0.488
-0.140 0.292 -0.050
0.284 0.101 -0.801
0.143 -0.310 0.236
0.293 -0.641 0.445
0.191 -0.153 -0.079
0.210 0.323 -0.592
0.034 -0.010 -0.295
0.558 -1.344 0.372
-0.196 -0.344 0.772
0.498 0.290 0.508
-0.444 -0.534 -0.628
0.255 -0.020 -0.642
-0.372 0.075 -0.014
-0.036 -0.670 0.437
-0.281 0.406 -1.044
0.121 -0.098 0.471
1.000 2.367 -2.378
0.003 0.126 0.127
0.134 0.221 0.309
-0.921 0.460 1.057
0.253 -0.097 -0.222
0.179 0.014 -0.296
-0.218 -0.521 -0.253
-0.102 -0.111 0.392
0.474 -0.528 -0.341
0.208 -0.155 0.322
0.332 -0.016 -0.303
-0.594 -0.082 -0.051
-0.021 0.074 -0.053
-0.131 -0.538 0.021
0.346 0.091 0.419
-0.254 0.349 -0.264
0.125 0.422 0.065
-0.319 -0.271 -0.094
-0.143 -0.229 -0.040
-0.061 -0.172 -0.373
-0.211 0.365 0.047
0.347 0.011 0.197
-0.142 -0.117 0.278
0.297 0.089 0.016
-0.230 0.240 -0.053
-0.343 -0.132 -0.109
0.113 -0.095 -0.252
0.129 0.260 0.214
-0.173 -0.329 0.211
0.229 0.476 0.126
0.278 0.270 -2.727
-0.325 -0.284 2.518
0.120 -0.238 -0.268
-0.115 0.311 0.169
-0.053 -0.647 0.197
-0.515 1.122 0.066
0.668 -0.506 0.807
-0.378 0.224 -0.110
-0.242 0.268 -0.001
-0.407 -0.478 0.017
0.354 -0.268 0.189
0.186 0.220 0.062

HOMO (spin up / spin down): -11.7 / -13.3 eV
energy: -100712.2055 eV
spin multiplicity: 1
gap between HOMO and LUMO (spin up / spin down): 4.252 / 7.953 eV
charge: +2

The net atomic charges from Löwdin, expressed in e, are: 1.2093, -0.3463, -0.1082, 0.1088, -0.0446, 0.1182, -0.0310, 0.1248, -0.0438, 0.1201, -0.0341, 0.1172, -0.3342, -0.0799, 0.0989, -0.0613, 0.1111, -0.0580, 0.1202, -0.0647, 0.1153, -0.0836, 0.1173, -0.3341, -0.1322, 0.1066, -0.0372, 0.1188, -0.0347, 0.1259, -0.0457, 0.1207, -0.0494, 0.0977, 0.5690, -0.1264, -0.3519, 0.0218, -0.3956, -0.0582, 0.0654, -0.0508, 0.1229, -0.3448, 0.1431, 0.0706, 0.6916, -0.2905, 0.0392, -0.0206, 0.0566, -0.2640, 0.0367, 0.0359, 0.0601, -0.2241, 0.0454, 0.0276, 0.0633, 0.8830, -0.1648, -0.1562, 0.0669, 0.0785, 0.0780, 0.0514, 0.0770, 0.0694, -0.1589, 0.0792, 0.0743, 0.0534, 0.0153, 0.1995, -0.1370, -0.1898, 0.0274, -0.1427, -0.0762, -0.1299, 0.0077, 0.1395, 0.0673, 0.1252, 0.1325